C50H66F3N11O3 | ωB97M-V/def2-TZVPD

Results
Frontier orbital gap   7.80 eV
Charge   0
SMILES   [H]/N=C\C[C@H]1NC(=O)[C@@](O)(CCC(F)(F)F)[C@@]1(CC)C[C@H]1CO1.c1cc[nH]c1.c1cc[nH]c1.c1cc[nH]c1.c1cc[nH]c1.c1cc[nH]c1.c1cc[nH]c1.c1cc[nH]c1.c1cc[nH]c1.c1cc[nH]c1

The geometry in XYZ format:
```
133
Properties=species:S:1:pos:R:3:mulliken_charge:R:1
H 0.822 3.008 3.308 0.236
N 1.477 3.519 2.671 -0.617
C 1.210 3.245 1.342 -0.303
C -0.015 2.223 0.973 -0.126
C 0.338 1.039 -0.089 -0.295
N 1.705 0.900 -0.703 -0.046
C 2.330 -0.498 -0.596 -0.407
O 3.269 -1.093 -1.332 -0.627
C 1.523 -1.041 0.766 0.989
O 1.892 -2.463 0.766 -0.697
C 2.375 -0.268 1.933 0.053
C 2.696 -1.257 3.216 -0.533
C 4.185 -1.939 3.200 0.813
F 4.475 -2.329 4.630 -0.318
F 5.289 -1.034 2.797 -0.275
F 4.261 -3.223 2.426 -0.241
C 0.031 -0.551 0.331 0.837
C -0.542 -1.103 -1.143 -0.934
C -0.607 -2.742 -1.236 -0.741
C -1.279 -0.803 1.265 -0.961
C -0.757 -0.983 2.960 0.633
C -1.993 -1.593 4.017 -0.735
O -0.691 -2.451 3.494 -0.493
H 1.800 3.742 0.441 0.074
H -0.417 1.796 2.011 0.122
H -0.899 2.890 0.535 0.279
H -0.429 1.272 -0.974 0.280
H 2.361 1.709 -0.675 0.336
H 1.225 -3.036 1.247 0.465
H 3.400 0.110 1.483 0.475
H 1.825 0.674 2.380 -0.444
H 2.628 -0.608 4.214 0.094
H 1.917 -2.129 3.354 0.190
H -0.032 -0.577 -2.056 0.401
H -1.678 -0.735 -1.161 0.398
H 0.321 -3.196 -1.791 0.181
H -1.645 -3.025 -1.710 0.300
H -0.621 -3.202 -0.137 0.127
H -1.862 -1.800 1.078 0.352
H -1.970 0.156 1.332 0.233
H 0.024 -0.117 3.422 0.053
H -1.575 -1.726 5.101 0.358
H -2.678 -2.415 3.539 0.290
C 1.455 -5.638 -5.510 0.166
C 2.435 -4.650 -5.253 -0.702
C 2.688 -4.665 -3.899 -0.660
N 1.893 -5.625 -3.330 0.098
C 1.141 -6.228 -4.306 -1.146
H 1.026 -5.894 -6.470 0.434
H 2.906 -3.997 -5.977 0.424
H 3.364 -4.076 -3.294 0.477
H 1.865 -5.854 -2.345 0.212
H 0.448 -7.021 -4.060 0.762
C 2.885 4.966 5.031 0.221
C 4.279 5.030 5.268 -0.851
C 4.465 5.737 6.435 -0.404
N 3.232 6.106 6.908 -0.009
C 2.263 5.636 6.061 -0.818
H 2.389 4.483 4.199 0.726
H 5.063 4.605 4.654 0.371
H 5.366 6.009 6.968 0.395
H 3.065 6.640 7.750 0.184
H 1.216 5.818 6.262 0.358
C -6.418 1.137 4.315 -0.452
C -6.060 1.058 2.948 -0.428
C -5.464 -0.167 2.751 -0.536
N -5.446 -0.828 3.951 0.015
C -6.031 -0.043 4.910 -0.496
H -6.907 1.965 4.812 0.393
H -6.220 1.814 2.190 0.471
H -5.051 -0.624 1.861 0.425
H -5.062 -1.751 4.105 0.253
H -6.119 -0.389 5.931 0.373
C 5.193 -0.649 8.042 -0.674
C 5.121 0.499 8.867 -0.401
C 4.329 1.420 8.219 -0.505
N 3.925 0.870 7.030 0.113
C 4.442 -0.394 6.916 -0.083
H 5.733 -1.564 8.248 0.387
H 5.594 0.638 9.830 0.388
H 4.020 2.418 8.500 0.393
H 3.336 1.326 6.345 0.179
H 4.234 -1.001 6.046 0.222
C -3.639 6.713 -0.629 -0.206
C -4.380 5.521 -0.453 -0.183
C -3.910 4.910 0.689 -0.905
N -2.908 5.690 1.204 0.094
C -2.739 6.795 0.411 -0.822
H -3.749 7.435 -1.428 0.415
H -5.172 5.147 -1.090 0.469
H -4.202 3.989 1.176 0.544
H -2.378 5.484 2.041 0.211
H -1.995 7.541 0.652 0.385
C -5.117 7.269 -5.017 -0.356
C -5.748 6.018 -5.214 -0.380
C -6.580 5.803 -4.138 -0.536
N -6.469 6.879 -3.296 0.039
C -5.584 7.781 -3.826 -0.646
H -4.401 7.747 -5.673 0.411
H -5.611 5.346 -6.051 0.407
H -7.238 4.978 -3.899 0.388
H -6.964 6.990 -2.421 0.232
H -5.361 8.706 -3.312 0.444
C 3.362 -11.361 -4.377 -0.384
C 3.290 -10.213 -3.553 -0.545
C 2.498 -9.292 -4.201 -0.062
N 2.094 -9.842 -5.390 0.047
C 2.612 -11.106 -5.503 -0.520
H 3.902 -12.276 -4.171 0.386
H 3.764 -10.074 -2.590 0.379
H 2.190 -8.294 -3.919 0.031
H 1.506 -9.387 -6.075 0.225
H 2.403 -11.713 -6.374 0.377
C 1.625 4.033 -3.935 -0.387
C 3.019 4.097 -3.697 -0.367
C 3.205 4.804 -2.530 -0.579
N 1.972 5.173 -2.058 0.011
C 1.003 4.703 -2.905 -0.631
H 1.129 3.550 -4.766 0.415
H 3.803 3.672 -4.311 0.405
H 4.106 5.076 -1.998 0.387
H 1.805 5.707 -1.215 0.257
H -0.044 4.885 -2.703 0.500
C -1.890 -5.548 -7.663 -0.094
C -3.124 -5.183 -8.253 -0.734
C -4.070 -5.171 -7.252 -0.445
N -3.450 -5.520 -6.080 0.006
C -2.120 -5.747 -6.320 -0.269
H -0.937 -5.654 -8.164 0.388
H -3.303 -4.954 -9.295 0.378
H -5.127 -4.945 -7.274 0.370
H -3.904 -5.597 -5.179 0.197
H -1.453 -6.031 -5.517 0.204
```

---

C50H67MnNO5SeTe | ωB97M-V/def2-TZVPD

Results
⟨S²⟩   3.787
Frontier orbital gap (spin up / spin down)   7.76 / 5.88 eV
Charge   0
Multiplicity   4

The geometry in XYZ format:
```
126
Properties=species:S:1:pos:R:3:mulliken_charge:R:1
Mn -0.748 -0.635 0.387 -0.176
C 6.131 1.430 1.902 -1.573
C 6.071 0.404 0.761 2.255
C 6.973 0.896 -0.372 -2.227
C 6.614 -0.940 1.264 -1.664
C 4.622 0.231 0.309 -0.629
C 3.667 -0.216 1.211 -0.735
C 2.350 -0.345 0.814 0.527
Se 1.036 -1.020 2.023 0.402
C 0.578 0.560 2.987 0.237
C 1.233 0.864 4.169 -0.582
C 0.895 2.018 4.855 -0.316
C -0.165 2.766 4.336 -0.394
C -0.875 2.455 3.183 0.112
C -0.421 1.353 2.421 -0.534
O -0.899 1.094 1.209 0.274
C -2.073 3.324 2.771 2.811
C -1.592 4.388 1.777 -1.411
C -2.681 4.029 3.994 -2.279
C -3.212 2.509 2.137 -2.158
C 1.585 2.461 6.143 2.031
C 2.716 1.511 6.538 -2.049
C 2.181 3.862 5.947 -1.625
C 0.565 2.502 7.289 -1.671
C 1.904 -0.035 -0.472 0.493
O 0.611 -0.129 -0.788 -0.798
C 2.873 0.336 -1.428 -0.908
C 4.190 0.475 -0.994 -0.003
C 2.489 0.547 -2.894 2.900
C 3.706 0.834 -3.779 -2.474
C 1.532 1.734 -3.022 -1.413
C 1.808 -0.719 -3.438 -1.901
H 7.156 1.539 2.261 0.451
H 5.508 1.127 2.745 0.294
H 5.779 2.406 1.562 0.353
H 7.986 1.038 0.008 0.442
H 6.631 1.852 -0.773 0.412
H 7.022 0.176 -1.191 0.404
H 7.669 -0.848 1.534 0.457
H 6.522 -1.708 0.493 0.354
H 6.074 -1.285 2.147 0.323
H 3.939 -0.475 2.228 0.440
H 1.997 0.191 4.535 0.554
H -0.476 3.637 4.897 0.202
H -0.804 5.004 2.215 0.308
H -2.417 5.041 1.480 0.447
H -1.187 3.913 0.880 0.041
H -2.026 4.792 4.415 0.415
H -2.922 3.309 4.778 0.431
H -3.604 4.531 3.697 0.512
H -2.935 2.113 1.167 0.276
H -4.080 3.162 2.016 0.507
H -3.503 1.665 2.766 0.406
H 3.468 1.435 5.750 0.288
H 2.343 0.508 6.756 0.377
H 3.210 1.884 7.436 0.442
H 2.937 3.851 5.160 0.345
H 2.651 4.207 6.871 0.468
H 1.416 4.587 5.668 0.290
H 0.089 1.528 7.417 0.340
H -0.221 3.235 7.099 0.325
H 1.055 2.772 8.227 0.469
H 4.927 0.779 -1.720 0.575
H 4.207 1.763 -3.499 0.468
H 3.374 0.936 -4.814 0.421
H 4.437 0.023 -3.743 0.479
H 1.997 2.647 -2.643 0.278
H 0.616 1.549 -2.465 -0.070
H 1.276 1.892 -4.074 0.564
H 2.481 -1.576 -3.364 0.362
H 1.554 -0.579 -4.492 0.427
H 0.896 -0.948 -2.886 0.209
O -4.041 -1.251 2.438 -0.647
C -3.287 -1.740 1.632 -0.134
O -2.007 -1.436 1.547 -0.439
C -3.729 -2.835 0.691 -0.117
C -3.076 -2.933 -0.651 1.540
C -3.703 -3.937 -1.651 1.466
C -4.620 -4.948 -1.015 -1.143
C -5.096 -4.808 0.217 -0.962
C -4.678 -3.691 1.068 -0.566
H -3.081 -1.943 -1.095 -1.649
H -4.376 -3.329 -2.269 0.415
H -4.941 -5.769 -1.646 0.612
H -5.807 -5.522 0.613 0.395
H -5.140 -3.552 2.038 0.533
O -2.154 -0.108 -0.945 0.474
C -2.461 1.018 -1.404 -0.055
C -3.734 1.160 -2.193 -1.258
C -3.529 1.561 -3.676 -1.019
C -2.137 2.092 -4.017 -0.216
C -1.785 3.409 -3.329 -0.884
C -2.039 3.383 -1.817 -0.975
N -1.723 2.096 -1.214 1.232
H -4.346 1.902 -1.675 0.673
H -4.258 0.210 -2.115 0.280
H -4.279 2.309 -3.944 0.338
H -3.728 0.688 -4.300 0.364
H -2.062 2.223 -5.098 0.461
H -1.389 1.337 -3.754 -0.041
H -2.376 4.224 -3.755 0.504
H -0.737 3.641 -3.521 0.365
H -3.082 3.624 -1.601 0.440
H -1.438 4.135 -1.310 0.549
H -0.947 1.991 -0.563 0.020
C 0.201 -5.954 -5.508 -1.599
C -0.788 -5.436 -4.499 0.664
C -1.078 -6.153 -3.349 -0.940
C -2.004 -5.715 -2.408 2.388
C -2.190 -6.563 -1.171 -2.007
C -2.683 -4.506 -2.631 -0.703
Te -0.925 -3.165 -0.406 0.053
C -2.374 -3.751 -3.777 0.707
C -3.016 -2.409 -4.050 -1.463
C -1.442 -4.228 -4.689 -0.939
H 0.997 -6.521 -5.026 0.386
H 0.653 -5.140 -6.073 0.372
H -0.291 -6.619 -6.221 0.295
H -0.548 -7.081 -3.158 0.403
H -3.018 -7.265 -1.284 0.388
H -2.387 -5.971 -0.281 0.280
H -1.284 -7.143 -0.993 0.448
H -3.029 -1.768 -3.167 -0.016
H -4.046 -2.518 -4.399 0.422
H -2.458 -1.882 -4.824 0.355
H -1.208 -3.629 -5.563 0.343
```

---

C50H70N12 | ωB97M-V/def2-TZVPD

Results
Frontier orbital gap   7.03 eV
Charge   0

The geometry in XYZ format:
```
132
Properties=species:S:1:pos:R:3:mulliken_charge:R:1
N 11.959 24.409 -13.952 0.062
C 12.052 25.709 -14.374 -2.155
C 12.406 25.654 -15.735 -1.328
C 12.618 24.310 -16.101 1.588
C 12.262 23.545 -14.953 -1.883
H 11.644 24.168 -13.023 -0.122
H 11.769 26.529 -13.732 1.125
H 12.624 26.522 -16.338 0.527
H 13.037 23.966 -17.035 -1.079
H 12.365 22.475 -14.856 -3.769
N 14.313 27.228 -12.399 -0.347
C 14.225 26.908 -13.750 0.789
C 15.513 26.878 -14.227 -0.171
C 16.390 27.039 -13.129 -2.250
C 15.568 27.230 -12.044 -0.586
H 13.526 27.378 -11.783 0.063
H 13.279 26.759 -14.249 -0.623
H 15.887 26.629 -15.209 -0.446
H 17.465 27.016 -13.027 0.787
H 15.859 27.378 -11.015 0.442
N 10.143 20.380 -15.962 0.049
C 8.949 20.907 -16.340 -1.135
C 8.806 22.251 -15.951 -1.077
C 10.093 22.570 -15.423 0.339
C 10.863 21.398 -15.352 -0.619
H 10.341 19.406 -16.143 0.260
H 8.211 20.189 -16.666 0.561
H 8.031 23.002 -16.008 0.420
H 10.292 23.584 -15.109 0.295
H 11.846 21.304 -14.914 2.454
N 14.777 20.924 -17.932 0.303
C 13.596 21.365 -17.268 -1.703
C 13.904 21.552 -15.954 2.041
C 15.295 21.460 -15.824 -1.302
C 15.810 21.011 -17.058 -0.974
H 14.780 20.623 -18.897 0.431
H 12.637 21.449 -17.758 1.289
H 13.151 21.866 -15.247 0.425
H 15.813 21.719 -14.912 1.250
H 16.768 20.603 -17.345 0.421
N 15.192 24.555 -18.759 0.277
C 15.329 24.819 -20.063 -0.977
C 14.765 23.656 -20.714 -2.649
C 14.291 22.825 -19.746 -0.572
C 14.514 23.415 -18.518 0.104
H 15.663 25.098 -18.049 1.807
H 15.937 25.648 -20.395 1.027
H 14.614 23.602 -21.782 0.304
H 13.811 21.867 -19.876 0.590
H 14.279 23.088 -17.516 -0.895
N 11.136 28.186 -16.082 0.699
C 11.040 29.464 -15.693 -0.555
C 10.299 29.474 -14.519 -1.278
C 9.904 28.165 -14.219 0.077
C 10.523 27.385 -15.141 -1.571
H 11.669 27.861 -16.876 1.215
H 11.514 30.252 -16.259 0.467
H 10.060 30.330 -13.907 0.458
H 9.285 27.846 -13.393 0.645
H 10.596 26.308 -15.186 0.740
N 10.297 26.709 -18.025 0.523
C 11.566 26.371 -17.702 -0.656
C 12.365 27.470 -17.930 0.027
C 11.521 28.522 -18.429 -0.900
C 10.259 27.961 -18.578 -0.948
H 9.499 26.092 -17.980 0.370
H 11.805 25.376 -17.355 0.147
H 13.443 27.542 -17.915 -1.407
H 11.903 29.510 -18.637 0.656
H 9.349 28.417 -18.938 0.421
N 15.497 24.668 -13.515 2.025
C 16.636 24.215 -12.887 -0.773
C 16.557 22.860 -12.597 -1.752
C 15.250 22.521 -13.074 0.126
C 14.665 23.653 -13.669 -2.284
H 15.356 25.617 -13.831 0.403
H 17.399 24.943 -12.653 0.462
H 17.286 22.253 -12.082 0.484
H 14.824 21.530 -13.024 0.357
H 13.738 23.772 -14.211 0.587
N 12.547 28.648 -11.701 0.432
C 13.004 28.039 -10.596 -0.710
C 12.538 26.678 -10.639 -0.271
C 11.884 26.537 -11.865 1.273
C 11.870 27.763 -12.489 -1.741
H 12.777 29.600 -11.947 0.309
H 13.531 28.679 -9.904 0.504
H 12.630 25.925 -9.871 0.615
H 11.435 25.632 -12.246 0.658
H 11.386 28.051 -13.410 -0.381
N 9.498 22.921 -19.534 -0.011
C 9.615 22.223 -18.359 -1.572
C 10.821 22.497 -17.767 1.289
C 11.509 23.465 -18.569 1.634
C 10.657 23.671 -19.704 -1.499
H 8.765 22.762 -20.212 0.274
H 8.802 21.568 -18.084 0.521
H 11.256 21.933 -16.955 -0.569
H 12.521 23.829 -18.470 0.534
H 10.751 24.266 -20.600 0.517
N 12.445 22.360 -12.751 0.409
C 11.123 22.647 -12.592 -0.194
C 10.879 23.669 -11.722 -0.396
C 12.152 23.961 -11.171 -0.656
C 13.116 23.226 -11.863 0.333
H 12.817 21.644 -13.359 0.431
H 10.336 22.091 -13.079 0.779
H 9.961 24.165 -11.444 0.275
H 12.316 24.860 -10.595 0.696
H 14.193 23.273 -11.799 0.455
C 14.435 27.086 -17.740 0.834
C 15.901 26.900 -17.405 -1.765
N 16.277 25.491 -17.396 0.239
C 15.929 24.852 -16.085 -0.671
C 16.194 23.340 -16.062 0.645
C 17.720 25.308 -17.805 -0.452
C 18.010 25.680 -19.244 -1.813
H 13.745 26.503 -17.130 0.976
H 14.215 26.836 -18.778 0.424
H 14.098 28.090 -17.482 1.329
H 16.469 27.514 -18.105 0.448
H 16.073 27.346 -16.426 0.844
H 16.435 25.341 -15.253 1.050
H 14.867 24.987 -15.879 0.480
H 15.612 22.702 -16.728 0.078
H 17.236 23.052 -16.196 0.114
H 15.981 22.926 -15.076 -1.136
H 18.020 24.280 -17.602 0.359
H 18.393 25.833 -17.127 0.550
H 17.543 24.945 -19.900 0.555
H 19.084 25.580 -19.407 0.538
H 17.782 26.698 -19.558 0.301
```

---

So what do the calculations give for energy above the lowest of the compared OMol25 structures with the same formula, charge and spin? Going down the list: 1035.7 9.6 4165.9 kJ/mol.